(1)
{
  "formula": "C5H10BN",
  "method": "the ωB97M-V functional and the def2-TZVPD basis",
  "total_energy_ev": -7505.8275,
  "multiplicity": 3,
  "homo_ha": [-0.19735, -0.33752],
  "largest_force_ev_per_a": 8.9,
  "lumo_ha": [0.0254, -0.0994],
  "e_above_lowest_kcal_mol": 51.6,
  "elements": ["B", "C", "C", "C", "C", "C", "N", "H", "H", "H", "H", "H", "H", "H", "H", "H", "H"],
  "xyz": [[-1.71031, 0.02466, -0.20558], [-1.08041, 1.41054, -0.07924], [1.94660, -1.11812, -0.16483], [2.07948, 0.17867, 0.53226], [-0.30654, 0.22992, -0.65081], [0.65792, -0.36801, 0.32357], [-3.20187, -0.73522, 0.60564], [-1.29296, 2.23220, -0.77763], [-0.87812, 1.67982, 1.03711], [2.21841, -1.35184, -1.17278], [2.23741, -2.00162, 0.50722], [2.36849, 0.16938, 1.54321], [2.35773, 0.98428, -0.14340], [0.06942, 0.57789, -1.61784], [0.12170, -0.93075, 1.10891], [-3.63956, 0.08885, 0.94007], [-3.84471, -1.19458, -0.11298]],
  "forces_ev_per_a": [[-7.312, -5.028, 0.124], [2.541, 2.683, 1.862], [-0.528, -2.122, 2.490], [-1.348, 0.194, -1.346], [1.146, 1.689, 1.023], [1.786, -1.418, -0.536], [3.386, 0.007, -3.034], [-0.228, -0.106, 0.453], [-0.490, -0.185, -1.842], [-0.115, 0.614, -0.589], [-0.673, 1.214, -1.105], [0.868, 0.299, 0.869], [-0.044, 0.281, 0.602], [-0.265, -0.804, -0.429], [0.749, 0.659, -0.085], [-0.790, 0.794, 0.505], [1.318, 1.230, 1.039]]
}


(2)
{
  "formula": "C26H66N4O10",
  "method": "the ωB97M-V functional and the def2-TZVPD basis",
  "total_energy_ev": -54459.5147,
  "homo_ha": -0.30265,
  "largest_force_ev_per_a": 2.0,
  "lumo_ha": 0.0215,
  "e_above_lowest_kcal_mol": 151.4,
  "elements": ["C", "O", "C", "C", "N", "C", "C", "O", "C", "H", "H", "H", "H", "H", "H", "H", "H", "H", "H", "H", "H", "H", "H", "H", "C", "O", "C", "C", "N", "C", "C", "O", "C", "H", "H", "H", "H", "H", "H", "H", "H", "H", "H", "H", "H", "H", "H", "H", "C", "O", "C", "C", "N", "C", "C", "O", "C", "H", "H", "H", "H", "H", "H", "H", "H", "H", "H", "H", "H", "H", "H", "H", "C", "O", "C", "C", "N", "C", "C", "O", "C", "H", "H", "H", "H", "H", "H", "H", "H", "H", "H", "H", "H", "H", "H", "H", "O", "C", "C", "O", "H", "H", "H", "H", "H", "H"],
  "xyz": [[5.53751, -5.55679, 7.16276], [4.37001, -5.32259, 6.40851], [4.40929, -5.86313, 5.09177], [4.11046, -4.78059, 4.02675], [4.22571, -3.42188, 4.54948], [3.77802, -2.36942, 3.64327], [4.36225, -0.98683, 3.91706], [3.74159, -0.11340, 3.01378], [4.12780, 1.22694, 3.17721], [5.31071, -5.21080, 8.17844], [6.37893, -4.92569, 6.86799], [5.73591, -6.62402, 7.28217], [3.57923, -6.58086, 5.09476], [5.31760, -6.42214, 4.87420], [3.21247, -4.88183, 3.40507], [4.92345, -4.96263, 3.31043], [3.58598, -3.42863, 5.33729], [2.68466, -2.31515, 3.70357], [3.94627, -2.60326, 2.58656], [5.45319, -0.97757, 3.85901], [4.02788, -0.76976, 4.94217], [5.21561, 1.33245, 3.06186], [3.94685, 1.68411, 4.15447], [3.67280, 1.78959, 2.36720], [3.28743, -2.30565, -2.06359], [2.10686, -2.15283, -2.80824], [1.77341, -0.82265, -3.12120], [0.34909, -0.66791, -3.52227], [-0.03165, -1.38629, -4.72417], [-1.50061, -1.51283, -4.78592], [-2.02911, -1.96555, -6.11681], [-1.94455, -3.38889, -6.19844], [-2.44133, -3.92123, -7.40866], [3.34069, -3.16846, -1.40249], [3.50284, -1.45977, -1.39371], [4.10158, -2.31298, -2.80192], [2.49288, -0.35575, -3.81390], [1.94351, -0.16013, -2.25430], [0.27568, 0.41690, -3.67248], [-0.28048, -0.79373, -2.63324], [0.36036, -2.32296, -4.68295], [-1.77922, -0.45090, -4.73087], [-1.92512, -2.01776, -3.91683], [-1.39321, -1.58775, -6.92618], [-3.09110, -1.70753, -6.20924], [-1.67045, -3.82968, -8.17929], [-3.30985, -3.33939, -7.74056], [-2.74544, -4.94767, -7.22994], [-3.50244, 3.17292, 1.22462], [-2.90252, 4.18921, 0.44967], [-2.52754, 5.36075, 1.15836], [-2.02244, 5.18282, 2.61788], [-0.62720, 4.78958, 2.69194], [0.32365, 5.79770, 3.16649], [0.47214, 6.99264, 2.18864], [1.30505, 6.59244, 1.10976], [2.69734, 6.74752, 1.38329], [-4.28780, 3.60953, 1.84803], [-2.75164, 2.65860, 1.83433], [-3.94502, 2.39110, 0.60926], [-3.32029, 6.10208, 1.01505], [-1.66675, 5.77240, 0.62351], [-2.72915, 4.53963, 3.14457], [-2.14324, 6.15909, 3.09659], [-0.31408, 4.39203, 1.81921], [1.25045, 5.22395, 3.07267], [0.27311, 6.05967, 4.22185], [0.76010, 7.90871, 2.71034], [-0.49546, 7.10979, 1.69912], [3.00525, 6.12519, 2.22948], [2.94699, 7.76971, 1.68498], [3.18566, 6.47085, 0.45265], [-6.55557, -4.45002, -2.77017], [-5.22826, -4.02332, -3.05086], [-5.14074, -2.79743, -3.76946], [-5.07896, -1.60674, -2.83121], [-3.81678, -1.50308, -2.12316], [-3.74152, -0.22057, -1.38373], [-2.42834, -0.17276, -0.59197], [-2.21081, -1.32781, 0.17033], [-1.11257, -1.19508, 1.06670], [-7.19183, -4.56234, -3.65022], [-7.00495, -3.85398, -1.97421], [-6.40822, -5.46773, -2.39821], [-5.78319, -2.66864, -4.65352], [-4.20877, -2.91344, -4.34560], [-5.90977, -1.61366, -2.11242], [-5.23567, -0.79727, -3.55805], [-3.83729, -2.14408, -1.33455], [-4.53430, -0.24025, -0.62299], [-3.71957, 0.67736, -1.99685], [-2.55868, 0.66423, 0.11197], [-1.60540, 0.09411, -1.26071], [-0.20480, -0.89490, 0.53660], [-1.08363, -2.13264, 1.60393], [-1.32666, -0.33015, 1.70805], [-0.29700, 2.29250, -1.99387], [0.13418, 2.58606, -0.68570], [1.59636, 2.99275, -0.57707], [1.82424, 4.24448, -1.18015], [-0.49747, 3.10181, -2.47002], [-0.46343, 3.42781, -0.31034], [-0.04426, 1.72446, -0.03646], [2.20535, 2.24827, -1.09221], [1.84536, 2.98048, 0.49119], [1.59246, 5.00893, -0.64589]],
  "forces_ev_per_a": [[-0.632, 0.595, 1.201], [0.502, -0.156, -0.206], [-1.915, 0.067, 0.473], [1.594, 0.214, -1.100], [0.114, -0.124, 0.393], [-0.481, -0.418, -0.770], [-0.952, -0.930, 0.814], [-0.057, 0.341, 0.062], [1.005, 0.152, -0.396], [-0.120, -0.036, -0.093], [0.190, -0.440, -0.518], [0.415, -0.002, -0.436], [0.204, -0.185, -0.338], [0.233, 0.288, 0.147], [-0.402, -0.523, 0.568], [-0.113, 0.506, -0.247], [0.376, 0.307, 0.259], [-0.093, 0.420, -0.050], [0.402, -0.289, 0.135], [0.049, 0.061, -0.081], [0.458, 0.429, 0.092], [0.067, -0.119, -0.192], [-0.649, -0.290, 0.103], [-0.218, 0.145, 0.151], [1.046, 0.983, -0.526], [-0.696, -0.510, 0.641], [1.212, 0.729, 0.677], [0.126, 1.035, -0.076], [-0.279, -0.969, 0.172], [0.727, 1.721, -0.211], [0.381, -1.406, -0.020], [-0.164, -0.338, 0.464], [0.140, 0.842, 0.254], [-0.541, -0.404, -0.495], [-0.355, 0.170, -0.144], [0.297, -0.302, 0.403], [-0.206, -0.571, -0.609], [-0.318, -0.320, 0.327], [-0.260, -0.026, -0.381], [-0.173, -0.756, -0.107], [0.109, 0.048, 0.057], [-0.563, -0.124, 0.235], [-0.178, -0.200, -0.148], [-0.357, 0.577, 0.024], [0.106, 0.364, -0.227], [-0.063, -0.295, -0.185], [-0.116, -0.134, -0.052], [0.157, -0.117, -0.109], [0.059, 0.103, 0.317], [0.282, -0.536, -0.247], [0.549, 0.192, -0.012], [-0.743, 0.790, -0.817], [-0.591, -0.059, 0.940], [0.870, -0.789, -1.272], [-0.836, -1.218, 0.247], [0.583, 0.646, 0.180], [-0.504, -0.049, 0.146], [-0.046, -0.251, 0.178], [-0.092, 0.126, 0.274], [-0.006, 0.385, -0.463], [-0.229, -0.044, 0.597], [-0.092, -0.082, -0.273], [0.380, -0.278, 0.211], [0.058, 0.055, -0.009], [0.098, 0.004, -0.025], [0.349, 0.366, 0.323], [-0.704, 0.018, -0.012], [0.358, 0.110, -0.354], [-0.035, 0.552, 0.290], [0.120, -0.285, -0.232], [-0.122, 0.139, -0.336], [0.371, 0.001, 0.222], [0.922, -0.847, 0.421], [-0.928, 0.138, -0.780], [1.486, -0.789, -0.187], [-0.389, -0.139, -1.052], [0.071, 1.124, 0.227], [0.999, -1.394, 0.855], [-0.547, 0.927, 0.171], [0.104, -0.430, -0.332], [-1.025, 0.975, -0.617], [0.004, 0.500, -0.132], [-0.281, 0.135, -0.175], [-0.247, 0.093, 0.207], [-1.084, -0.223, 0.784], [0.342, 0.374, 0.681], [-0.303, 0.036, -0.279], [0.286, 0.552, 0.676], [0.193, -0.589, -0.492], [-0.322, 0.657, -0.227], [-0.488, -0.106, -0.268], [0.255, 0.184, -0.079], [0.219, -0.321, 0.039], [0.253, -0.623, -0.095], [0.498, 0.024, 0.185], [0.015, -0.260, 0.490], [0.027, -0.560, -0.194], [-0.036, 0.761, 0.301], [-0.703, -0.083, 0.220], [0.552, 0.120, -0.761], [0.142, 0.130, 0.121], [-0.075, -0.144, 0.243], [-0.097, -0.127, -0.221], [0.155, 0.155, -0.029], [0.202, 0.085, -0.003], [-0.286, -0.244, 0.495]]
}


(3)
{
  "formula": "C30H33N2O14S",
  "method": "the ωB97M-V functional and the def2-TZVPD basis",
  "total_energy_ev": -74112.2937,
  "total_charge": 1,
  "homo_ha": -0.39423,
  "largest_force_ev_per_a": 5.2,
  "lumo_ha": -0.1329,
  "elements": ["C", "C", "C", "N", "S", "C", "C", "N", "C", "C", "C", "C", "C", "C", "O", "C", "O", "H", "H", "H", "H", "H", "H", "H", "H", "H", "H", "H", "H", "H", "H", "H", "H", "H", "H", "H", "H", "H", "C", "C", "C", "O", "C", "C", "C", "O", "O", "O", "H", "H", "H", "H", "C", "C", "C", "O", "C", "C", "C", "O", "O", "O", "H", "H", "H", "H", "C", "C", "C", "O", "C", "C", "C", "O", "O", "O", "H", "H", "H", "H"],
  "xyz": [[-3.89664, 5.55362, -2.20094], [-2.38002, 5.33829, -2.69502], [-1.59690, 4.19841, -1.92352], [-1.21493, 4.31287, -0.64868], [-1.51972, 5.66862, 0.43412], [-0.43852, 3.15660, -0.08265], [-0.05327, 2.13271, -1.30053], [-0.74103, 0.87545, -0.87498], [0.10004, -0.06066, -0.45080], [0.10009, -1.44891, -1.25319], [1.04014, 0.14537, 0.82687], [-1.09769, 2.75116, -2.39072], [-0.74844, 2.58862, -3.94035], [-2.00525, 2.74161, -4.92744], [-3.27509, 2.79889, -4.23811], [-4.37810, 2.65415, -5.12832], [-4.85540, 3.67288, -5.63978], [-4.47622, 4.58821, -2.04085], [-3.96113, 6.24165, -1.29369], [-4.42348, 6.12127, -3.05450], [-2.43555, 5.15016, -3.82381], [-1.82539, 6.32864, -2.54882], [-2.64907, 5.30608, 1.17832], [0.57262, 3.66737, 0.15244], [-0.80711, 2.70816, 0.89334], [1.04313, 2.07857, -1.60224], [1.11795, -1.63001, -1.73106], [-0.74802, -1.48138, -2.02118], [-0.08208, -2.34879, -0.55264], [1.45503, 1.20300, 0.76829], [0.46376, -0.06386, 1.78509], [1.90492, -0.59243, 0.78408], [-2.03058, 2.11092, -2.15533], [-0.22956, 1.58594, -4.11080], [0.01234, 3.40725, -4.21799], [-1.83063, 3.71282, -5.52633], [-1.93129, 1.89894, -5.69974], [-4.78587, 1.59336, -5.26866], [2.04509, -6.34960, 1.20985], [2.13248, -5.21244, 1.90350], [2.72173, -3.98023, 1.30525], [2.76781, -2.95346, 1.96242], [3.23206, -4.05835, -0.06654], [3.14781, -5.19657, -0.75901], [2.53347, -6.42086, -0.16962], [2.45709, -7.43685, -0.83768], [3.61847, -5.28506, -2.03025], [1.68629, -5.13100, 3.18493], [1.61805, -7.24965, 1.63138], [3.67332, -3.16266, -0.48288], [3.43972, -6.20388, -2.31043], [1.85978, -4.21111, 3.46279], [3.61153, -11.08497, 2.11251], [3.05643, -12.29904, 2.12748], [2.40232, -12.87025, 0.91507], [1.92304, -13.98920, 0.96133], [2.36004, -12.04571, -0.29611], [2.91201, -10.82977, -0.31084], [3.59049, -10.26994, 0.89449], [4.10040, -9.16324, 0.84066], [2.87767, -10.05378, -1.42561], [3.06559, -13.06566, 3.24920], [4.09093, -10.66053, 2.98453], [1.86726, -12.46445, -1.16311], [3.34220, -9.22695, -1.18242], [2.60652, -13.89215, 3.00256], [-2.43611, 8.55214, 4.60260], [-2.41449, 9.68993, 5.30216], [-1.85315, 10.94598, 4.72597], [-1.86698, 11.96806, 5.38487], [-1.29610, 10.89095, 3.37014], [-1.31532, 9.75306, 2.67412], [-1.90152, 8.50490, 3.24086], [-1.91810, 7.48475, 2.56610], [-0.79983, 9.68573, 1.41569], [-2.90364, 9.74931, 6.56574], [-2.84225, 7.63503, 5.00785], [-0.87589, 11.80373, 2.96976], [-0.93470, 8.76316, 1.12914], [-2.77459, 10.67507, 6.85167]],
  "forces_ev_per_a": [[-0.314, 0.636, -0.529], [-0.156, -0.095, -0.050], [1.109, -0.437, 0.942], [-1.639, -0.781, -0.796], [-0.284, 0.118, 0.225], [3.942, 1.300, -0.392], [-4.085, 2.081, 2.367], [3.843, -2.256, -2.022], [-1.038, -0.222, -0.073], [-1.089, -0.619, 1.595], [0.660, -0.388, -1.736], [-1.026, -0.271, -0.789], [0.204, 0.583, 0.437], [1.618, 0.475, -1.102], [-0.237, -1.011, -1.164], [-0.782, 3.070, -0.877], [1.360, -3.657, 1.560], [0.939, 1.207, -0.140], [0.195, -1.205, -1.095], [0.807, -0.961, 1.292], [0.397, -0.123, 1.851], [-0.576, -1.467, -0.025], [0.970, -0.240, -0.998], [-1.535, -0.712, 0.258], [-0.121, 0.595, -1.650], [-1.581, 0.116, 0.520], [-1.238, 0.555, 0.596], [1.417, 0.378, 1.040], [0.450, 1.305, -0.928], [-0.547, -1.260, 0.489], [0.526, 0.461, -1.373], [-1.019, 0.956, 0.191], [1.236, 0.930, -0.582], [-0.842, 1.299, 0.432], [-1.074, -1.289, 0.337], [-0.594, -1.378, 0.885], [-0.498, 0.980, 1.156], [0.701, 1.341, 0.267], [0.029, -0.198, -0.388], [-0.532, -0.487, 1.113], [0.376, 0.417, -0.463], [-0.218, -0.226, 0.105], [-0.147, 0.264, 0.377], [0.647, 0.451, -1.203], [-0.318, -0.593, 0.576], [0.110, 0.659, -0.188], [-0.626, -0.460, 1.131], [0.525, 0.524, -1.114], [0.034, 0.031, -0.005], [0.028, -0.044, 0.005], [0.056, 0.116, -0.057], [-0.031, -0.141, 0.065], [0.075, 0.380, -0.207], [0.297, -0.283, 1.324], [-0.348, -0.166, -0.777], [0.183, 0.186, 0.360], [-0.087, -0.347, 0.269], [-0.305, 0.330, -1.406], [0.304, 0.112, 0.693], [-0.136, -0.178, -0.235], [0.546, -0.489, 1.303], [-0.293, 0.261, -1.273], [-0.003, -0.031, -0.028], [0.029, 0.014, 0.020], [-0.303, -0.104, -0.114], [0.067, 0.051, 0.080], [0.130, -0.364, -0.566], [-0.649, -0.467, 1.323], [0.339, 0.698, -0.342], [-0.141, -0.447, 0.092], [-0.063, 0.127, 0.216], [0.547, 0.491, -0.942], [-0.347, -0.255, 0.705], [0.076, 0.106, -0.302], [-0.557, -0.536, 0.929], [0.628, 0.492, -1.261], [0.003, 0.048, 0.006], [-0.018, -0.028, 0.005], [0.054, 0.171, -0.018], [-0.063, -0.097, 0.069]]
}